No. 1
The following is a DFT calculation (ωB97M-V/def2-TZVPD) of 2 unconnected molecules or ions with the total composition C4H12NO2 at a distorted geometry.

Properties
charge = -1

The geometry in XYZ format:
```
19
C4H12NO2, DFT ωB97M-V/def2-TZVPD
C -1.917 0.150 -0.250
O -0.851 0.953 0.060
C -2.523 -0.604 0.988
H -1.696 -0.688 -0.969
H -2.812 0.737 -0.592
H -3.500 -1.096 0.762
H -2.804 0.168 1.741
H -1.789 -1.343 1.375
C 1.874 1.563 0.197
N 2.286 0.202 -0.235
C 1.136 -0.655 -0.583
O 1.528 -1.973 -1.024
H 1.077 1.964 -0.487
H 2.753 2.216 0.240
H 1.368 1.600 1.192
H 2.733 -0.265 0.536
H 0.462 -0.798 0.283
H 0.567 -0.231 -1.432
H 2.108 -1.900 -1.800
```

Quick look at the Mulliken charges, all values in e: C -0.54; O -0.73; C -0.94; H 0.21; H 0.30; H 0.33; H 0.20; H 0.25; C -0.66; N -0.49; C -0.23; O -0.56; H 0.25; H 0.29; H 0.23; H 0.22; H 0.24; H 0.34; H 0.30

---

No. 2
The following is a DFT calculation (ωB97M-V/def2-TZVPD) of a molecular structure, C4H12NO2 at a distorted geometry.

Properties
charge = -1

The geometry in XYZ format:
```
19
C4H12NO2, DFT ωB97M-V/def2-TZVPD
C 0.711 2.476 1.361
C -0.212 1.857 0.282
N 0.512 1.561 -0.930
C 0.814 -0.222 -0.642
C -0.448 -0.854 -1.219
O -0.500 -2.212 -0.944
H 0.999 3.490 1.064
H 0.367 2.502 2.388
H 1.602 1.858 1.388
H -0.992 2.594 0.117
H -0.724 1.010 0.746
H 1.327 1.007 -0.698
H 1.708 -0.612 -1.140
H 0.827 -0.428 0.418
H -0.455 -0.629 -2.290
H -1.329 -0.347 -0.802
H 0.121 -2.397 1.634
H -0.861 -2.263 0.032
O -0.838 -2.331 1.572
```

Quick look at the Mulliken charges, all values in e: C -1.15; C -0.28; N -0.68; C -0.55; C -0.44; O -0.59; H 0.26; H 0.36; H 0.29; H 0.46; H 0.22; H 0.37; H 0.37; H 0.30; H 0.34; H 0.25; H 0.17; H 0.37; O -1.06

---

No. 3
The following is a DFT calculation (ωB97M-V/def2-TZVPD) of 2 unconnected molecules or ions with the total composition C4H12NO2 at a distorted geometry.

Properties
charge = -1

The geometry in XYZ format:
```
19
C4H12NO2, DFT ωB97M-V/def2-TZVPD
C -1.767 -0.305 -1.776
N -0.789 -0.153 -0.735
C -1.183 0.945 0.140
C 0.578 0.129 -1.302
C 1.736 -0.152 -0.288
O 1.642 0.230 1.020
H -1.371 -0.867 -2.618
H -2.080 0.660 -2.227
H -2.678 -0.805 -1.440
H -0.333 1.140 0.796
H -2.100 0.703 0.674
H -1.390 1.866 -0.443
H 0.587 -0.546 -2.143
H 0.497 1.204 -1.528
H 2.517 0.526 -0.710
H 1.985 -1.222 -0.441
H -0.782 -0.940 2.166
H 0.616 -0.318 2.012
O -0.048 -0.673 2.733
```

Quick look at the Mulliken charges, all values in e: C -0.97; N 0.02; C -1.43; C -0.64; C -0.54; O -0.84; H 0.35; H 0.32; H 0.28; H 0.49; H 0.31; H 0.50; H 0.38; H 0.38; H 0.22; H 0.27; H 0.27; H 0.41; O -0.78

---

No. 4
The following is a DFT calculation (ωB97M-V/def2-TZVPD) of 3 unconnected molecules or ions with the total composition C4H12NO2 at a distorted geometry.

Properties
charge = +1

The geometry in XYZ format:
```
19
C4H12NO2, DFT ωB97M-V/def2-TZVPD
C 0.702 -0.572 1.334
C 0.587 -0.501 -0.135
C 1.554 -0.593 -1.046
C -1.842 -0.391 0.014
N -0.762 -0.468 -0.651
H 0.264 0.353 1.734
H 0.062 -1.334 1.792
H 1.629 -0.691 1.831
H 1.439 -0.316 -2.084
H 2.519 -0.928 -0.684
H -2.773 -0.167 -0.492
H -1.840 -0.528 1.082
H -0.750 -0.097 -1.614
H 0.226 2.377 4.076
H 1.565 2.429 3.268
O 0.638 2.174 3.236
H -0.875 0.500 -4.037
H -1.342 -0.953 -4.122
O -1.001 -0.294 -3.503
```

Quick look at the Mulliken charges, all values in e: C -1.67; C 0.95; C -0.76; C -0.19; N 0.07; H 0.45; H 0.37; H 0.40; H 0.29; H 0.28; H 0.28; H 0.30; H 0.25; H 0.32; H 0.32; O -0.65; H 0.31; H 0.29; O -0.63

---

No. 5
The following is a DFT calculation (ωB97M-V/def2-TZVPD) of 3 unconnected molecules or ions with the total composition C4H12NO2 at a distorted geometry.

Properties
charge = +1

The geometry in XYZ format:
```
19
C4H12NO2, DFT ωB97M-V/def2-TZVPD
C -0.133 -2.343 1.577
C -0.592 -1.313 0.597
C -0.118 -0.829 -0.542
N -0.803 0.224 -1.257
C -2.036 0.523 -1.216
H 0.391 -1.922 2.423
H -1.025 -2.859 1.957
H 0.358 -3.196 1.121
H -1.557 -0.921 0.925
H 0.903 -0.862 -0.898
H -0.108 0.524 -1.963
H -2.383 1.360 -1.804
H -2.715 -0.035 -0.590
H 1.921 2.043 -2.622
H 0.648 1.750 -3.402
O 0.980 1.845 -2.515
H 2.671 1.829 2.271
H 1.768 2.500 3.209
O 1.832 1.681 2.729
```

Quick look at the Mulliken charges, all values in e: C -1.21; C -0.24; C 0.23; N 0.09; C -0.13; H 0.31; H 0.34; H 0.35; H 0.14; H 0.32; H 0.28; H 0.28; H 0.26; H 0.33; H 0.33; O -0.69; H 0.32; H 0.32; O -0.63

---

No. 6
The following is a DFT calculation (ωB97M-V/def2-TZVPD) of 2 unconnected molecules or ions with the total composition C4H12NO2 at a distorted geometry.

Properties
charge = +1

The geometry in XYZ format:
```
19
C4H12NO2, DFT ωB97M-V/def2-TZVPD
O -1.318 2.323 -0.421
C -0.532 2.129 0.464
C 0.239 0.804 0.526
N -0.285 -0.095 -0.514
C 0.295 0.182 -1.853
C 0.034 0.225 1.921
H -0.360 2.842 1.283
H 1.299 1.010 0.369
H -0.107 -1.121 -0.302
H -1.299 -0.038 -0.632
H 0.157 1.226 -2.119
H -0.302 -0.325 -2.619
H 1.310 -0.177 -1.982
H -1.001 0.408 2.244
H 0.594 0.733 2.710
H 0.231 -0.832 2.093
H 0.572 -3.284 0.355
H 0.306 -3.248 -1.172
O 0.167 -2.763 -0.351
```

Quick look at the Mulliken charges, all values in e: O -0.44; C -0.03; C 0.26; N -0.08; C -1.00; C -1.40; H 0.40; H 0.31; H 0.34; H 0.44; H 0.38; H 0.39; H 0.35; H 0.42; H 0.36; H 0.33; H 0.31; H 0.31; O -0.65

---

No. 7
The following is a DFT calculation (ωB97M-V/def2-TZVPD) of 2 unconnected molecules or ions with the total composition C4H12NO2S2 at a distorted geometry.

Properties
charge = +1

The geometry in XYZ format:
```
21
C4H12NO2S2, DFT ωB97M-V/def2-TZVPD
C -3.548 -0.716 1.086
C -0.516 1.484 -0.864
C 3.279 0.344 -0.340
C 0.919 -0.242 -0.156
N 2.251 -0.544 -0.057
O -2.920 -0.302 -0.143
O 0.718 1.018 -0.353
S 4.680 -0.046 0.836
S -0.150 -1.507 0.139
H -3.848 -1.818 1.274
H -4.436 -0.125 1.130
H -2.865 -0.415 1.903
H -1.490 1.085 -0.279
H -0.720 1.470 -1.930
H -0.607 2.574 -0.534
H 3.471 0.394 -1.469
H 2.797 1.344 -0.185
H -3.527 -0.450 -0.824
H 2.583 -1.487 0.256
H 5.161 -1.210 0.464
H -1.230 -0.852 0.046
```

Quick look at the Mulliken charges, all values in e: C -0.64; C -0.59; C -0.44; C 0.86; N -0.14; O -0.53; O -0.31; S -0.21; S -0.12; H 0.27; H 0.33; H 0.30; H 0.22; H 0.33; H 0.26; H 0.31; H 0.30; H 0.25; H 0.27; H 0.15; H 0.11

---

No. 8
The following is a DFT calculation (ωB97M-V/def2-TZVPD) of 2 unconnected molecules or ions with the total composition C4H12NO3 at a distorted geometry.

Properties
charge = -1

The geometry in XYZ format:
```
20
C4H12NO3, DFT ωB97M-V/def2-TZVPD
C 1.428 1.421 1.520
O 2.506 1.040 2.370
C 0.783 0.176 0.770
C 0.629 0.330 -0.752
C -0.364 -0.740 -1.312
O -1.656 -0.446 -0.983
N -0.472 -0.106 1.496
H 0.663 1.903 2.134
H 1.858 2.155 0.816
H 2.131 0.525 3.090
H 1.537 -0.624 1.052
H 0.067 1.257 -0.871
H 1.589 0.323 -1.290
H -0.210 -0.691 -2.390
H -0.054 -1.775 -0.980
H -0.468 -1.026 1.923
H -1.286 -0.061 0.875
H -2.408 -1.267 -1.748
H -3.146 -0.787 -3.112
O -3.126 -1.607 -2.608
```

Quick look at the Mulliken charges, all values in e: C -0.70; O -0.56; C 0.31; C -0.69; C -0.47; O -0.82; N -0.73; H 0.31; H 0.29; H 0.30; H 0.16; H 0.32; H 0.38; H 0.30; H 0.23; H 0.22; H 0.37; H 0.38; H 0.23; O -0.83

---

| no. | total energy (Eh) | frontier orbital gap (eV) |
| --- | --- | --- |
| 1 | -364.7918 | 6.54 |
| 2 | -364.7162 | 7.50 |
| 3 | -364.8153 | 7.15 |
| 4 | -364.5560 | 9.18 |
| 5 | -364.5392 | 9.30 |
| 6 | -364.5911 | 11.35 |
| 7 | -1160.8835 | 9.44 |
| 8 | -440.0765 | 7.33 |